(1)
This record from the Open Molecules 2025 dataset describes the ion C5H10N5 with charge +1. The level of theory is ωB97M-V/def2-TZVPD.

```
20
Properties=species:S:1:pos:R:3:lowdin_charge:R:1
H 1.71 -2.56 1.37 0.09
N 1.47 -1.79 0.74 0.13
N 0.25 -1.61 0.73 0.01
C -0.49 -0.65 0.16 -0.29
C -1.73 -1.22 -0.48 0.00
C -0.32 0.70 0.37 -0.21
C -1.39 1.73 0.18 -0.01
N 0.88 1.22 0.92 0.14
C 2.03 0.93 0.45 -0.04
N 2.88 0.66 -0.34 0.08
N 3.83 -0.20 -0.56 0.11
H -2.24 -1.86 0.24 0.10
H -1.44 -1.84 -1.32 0.10
H -2.40 -0.45 -0.83 0.08
H -1.19 2.61 0.78 0.09
H -2.37 1.34 0.45 0.09
H -1.43 2.04 -0.87 0.10
H 0.81 1.90 1.67 0.18
H 3.68 -1.16 -0.26 0.11
H 4.37 -0.02 -1.40 0.13
```

Summary:
E_tot ... -469.9185 Eh
Charge ... +1
SMILES string ... [H]/N=N/C(C)=C(/C)NC#[N+]N

(2)
This record from the Open Molecules 2025 dataset describes a structure of composition C13H33CrO2S3Si3. The level of theory is ωB97M-V/def2-TZVPD.

```
55
Properties=species:S:1:pos:R:3:lowdin_spin:R:1
Cr -0.22 0.10 0.03 1.08
S 0.16 -1.34 4.28 0.03
C -0.05 -0.95 2.71 0.00
S -1.47 -0.24 1.98 -0.04
S 1.14 -1.13 1.44 -0.06
C -1.67 -2.63 -0.45 0.00
O -1.09 -1.41 -0.94 0.00
Si -0.76 -0.94 -2.56 0.00
C -2.37 -0.98 -3.47 0.00
C 0.27 -2.29 -3.30 0.00
C 0.01 0.64 -2.05 -0.01
Si 1.76 0.84 -2.65 0.00
C 2.86 -0.59 -2.12 0.00
C 2.67 2.37 -2.03 0.00
C 1.79 1.00 -4.52 0.00
Si -1.12 2.12 -2.25 0.00
C -2.62 1.93 -1.12 0.00
C -1.73 2.37 -4.00 0.00
C -0.37 3.78 -1.80 0.00
H -2.13 -3.17 -1.28 0.00
H -2.41 -2.39 0.30 0.00
H -0.89 -3.23 0.00 0.00
H -2.78 -1.99 -3.45 0.00
H -2.22 -0.70 -4.52 0.00
H -3.12 -0.30 -3.05 0.00
H -0.37 -3.15 -3.53 0.00
H 1.06 -2.63 -2.63 0.00
H 0.74 -1.97 -4.24 0.00
H 2.62 -0.90 -1.10 0.00
H 3.91 -0.29 -2.15 0.00
H 2.74 -1.46 -2.77 0.00
H 3.02 2.29 -0.99 0.00
H 2.11 3.29 -2.13 0.00
H 3.58 2.46 -2.63 0.00
H 1.28 0.17 -5.01 0.00
H 2.82 1.04 -4.91 0.00
H 1.29 1.93 -4.82 0.00
H -3.29 1.11 -1.43 0.00
H -3.21 2.85 -1.11 0.00
H -2.35 1.73 -0.07 0.00
H -2.32 1.53 -4.38 0.00
H -0.88 2.52 -4.68 0.00
H -2.36 3.27 -4.04 0.00
H 0.26 3.75 -0.91 0.00
H -1.20 4.48 -1.61 0.00
H 0.21 4.19 -2.63 0.00
C -0.47 3.10 2.28 0.00
C 0.88 2.60 1.84 0.00
O 0.77 1.86 0.59 0.01
H -0.32 3.79 3.12 0.00
H -1.12 2.29 2.60 0.00
H -0.95 3.65 1.47 0.00
H 1.34 1.94 2.59 0.00
H 1.55 3.44 1.65 0.00
H 1.63 1.86 0.15 0.00
```

Summary:
E_tot ... -3773.2205 Eh
⟨S²⟩ ... 0.808
Charge ... 0
Multiplicity ... 2

(3)
This record from the Open Molecules 2025 dataset describes a cluster of 3 separate species, C4H16N2O2 in total. The level of theory is ωB97M-V/def2-TZVPD.

```
24
Properties=species:S:1:pos:R:3:lowdin_charge:R:1
C -0.89 -1.13 -1.17 -0.12
C 0.47 -0.73 -1.75 -0.16
C 1.21 0.31 -0.94 -0.08
C 1.51 1.45 -1.52 -0.06
N 2.28 2.52 -0.78 0.20
N -0.86 -2.21 -0.07 0.15
H -1.33 -0.31 -0.59 0.12
H -1.69 -1.53 -1.87 0.16
H 1.02 -1.67 -1.98 0.14
H 0.29 -0.21 -2.71 0.13
H 1.34 -0.12 0.04 0.11
H 1.58 1.58 -2.66 0.18
H 3.29 2.41 -1.04 0.19
H 2.03 3.52 -0.92 0.19
H 2.18 2.34 0.24 0.18
H -0.01 -2.77 -0.17 0.16
H -0.84 -1.75 0.90 0.13
H -1.73 -2.80 0.03 0.19
H -3.38 -0.42 3.09 0.09
H -2.76 0.91 3.63 0.09
O -2.57 0.13 3.08 -0.05
H -1.15 0.06 2.10 0.02
H 0.31 -0.20 2.39 0.08
O -0.31 -0.20 1.66 -0.07
```

Summary:
E_tot ... -421.3715 Eh
Charge ... +2

(4)
This record from the Open Molecules 2025 dataset describes a structure of composition C5H10NO5S. The level of theory is ωB97M-V/def2-TZVPD.

```
22
Properties=species:S:1:pos:R:3:lowdin_charge:R:1
C -0.21 -0.13 2.18 -0.79
C 1.32 -1.52 0.07 0.03
C -0.22 -0.66 -1.70 -0.03
C 1.18 0.81 -0.41 -0.07
C -0.61 -0.23 0.74 -0.10
N 0.37 -0.41 -0.37 -0.33
O 0.79 0.55 2.46 -0.05
O -1.91 2.66 1.32 -0.35
O -0.88 -0.87 2.94 -0.05
O -3.26 1.01 0.08 -0.36
O -1.29 2.07 -1.02 -0.42
S -2.01 1.71 0.22 0.54
H 1.13 -2.40 -0.44 0.08
H 2.32 -1.27 -0.10 0.08
H 1.39 -1.60 1.10 0.08
H -0.27 0.28 -2.29 0.10
H 0.48 -1.24 -2.30 0.09
H -1.11 -1.25 -1.74 0.10
H 0.49 1.67 -0.26 0.07
H 1.99 0.77 0.43 0.12
H 1.77 0.91 -1.49 0.15
H -1.48 -0.87 0.58 0.10
```

Summary:
E_tot ... -1025.6132 Eh
Charge ... -1

(5)
This record from the Open Molecules 2025 dataset describes the molecule C7H10S2. The level of theory is ωB97M-V/def2-TZVPD.

```
19
Properties=species:S:1:pos:R:3:lowdin_charge:R:1
C 0.75 0.22 -1.37 -0.19
C 1.07 -0.28 -0.20 -0.49
C -0.79 -0.95 0.95 -0.67
C -0.64 0.48 -1.86 -0.21
C -1.88 -0.77 0.00 -0.28
C -1.71 0.55 -0.77 -0.21
C 2.52 0.28 2.02 -0.38
S -0.62 -1.53 2.41 0.74
S 2.52 -0.78 0.53 0.82
H 1.53 0.47 -2.09 0.10
H -0.64 1.43 -2.40 0.11
H -0.91 -0.30 -2.58 0.12
H -1.83 -1.61 -0.71 0.13
H -2.85 -0.81 0.49 0.11
H -1.47 1.34 -0.07 0.12
H -2.67 0.80 -1.24 0.11
H 2.69 -0.35 2.89 0.02
H 1.56 0.78 2.09 0.02
H 3.33 1.01 1.92 0.02
```

Summary:
E_tot ... -1068.9780 Eh
Charge ... 0

(6)
This record from the Open Molecules 2025 dataset describes the molecule C16H20N4O3. The level of theory is ωB97M-V/def2-TZVPD.

```
43
Properties=species:S:1:pos:R:3:lowdin_charge:R:1
C 1.53 2.13 -2.97 -0.06
C 2.71 2.31 -2.03 -0.21
O 2.73 1.28 -1.04 -0.01
C 2.56 1.68 0.25 -0.54
O 2.38 2.83 0.59 0.09
N 2.60 0.63 1.10 -0.05
C 2.83 -0.73 0.67 -0.14
C 2.28 -1.71 1.71 -0.11
C 1.02 -1.15 2.38 -0.29
N -0.01 -0.92 1.39 0.11
C -1.26 -1.43 1.54 -0.45
O -1.56 -2.17 2.46 0.07
C -2.23 -1.01 0.51 -0.08
C -3.61 -0.89 0.71 -0.06
N -4.24 -0.51 -0.38 0.09
N -3.31 -0.40 -1.32 -0.08
C -3.54 -0.06 -2.60 -0.02
C -2.50 -0.01 -3.48 -0.06
C -1.20 -0.33 -3.05 -0.08
C -0.97 -0.66 -1.74 -0.01
C -2.04 -0.69 -0.84 -0.13
C 1.36 0.14 3.15 -0.09
C 2.57 0.85 2.53 -0.13
H 1.54 2.91 -3.72 0.08
H 1.59 1.16 -3.46 0.07
H 0.59 2.18 -2.41 0.08
H 3.65 2.23 -2.58 0.12
H 2.66 3.28 -1.52 0.12
H 2.34 -0.88 -0.29 0.11
H 3.91 -0.91 0.52 0.13
H 3.03 -1.89 2.49 0.12
H 2.06 -2.66 1.23 0.12
H 0.60 -1.89 3.06 0.14
H 0.14 -0.17 0.73 0.13
H -4.15 -1.06 1.62 0.12
H -4.57 0.15 -2.86 0.13
H -2.68 0.26 -4.51 0.10
H -0.39 -0.31 -3.76 0.10
H 0.02 -0.92 -1.40 0.10
H 1.58 -0.09 4.19 0.12
H 0.49 0.79 3.13 0.12
H 2.52 1.93 2.69 0.12
H 3.50 0.48 2.96 0.13
```

Summary:
E_tot ... -1066.4810 Eh
Charge ... 0
SMILES string ... CCOC(=O)N1CCC(NC(=O)c2cnn3ccccc23)CC1

(7)
This record from the Open Molecules 2025 dataset describes the molecule C21H24N2O2. The level of theory is ωB97M-V/def2-TZVPD.

```
49
Properties=species:S:1:pos:R:3:lowdin_charge:R:1
C -4.78 -0.42 -1.09 -0.06
C -3.32 -0.68 -1.46 -0.24
O -2.46 -0.58 -0.34 -0.06
C -2.15 0.62 0.19 -0.24
C -2.44 1.86 -0.38 -0.03
C -2.03 3.03 0.24 -0.10
C -1.32 2.98 1.42 -0.10
C -1.04 1.76 2.01 -0.03
C -1.46 0.58 1.42 -0.13
C -1.18 -0.76 2.05 -0.11
N -0.26 -1.55 1.26 0.10
C -0.60 -2.73 0.72 -0.51
O -1.63 -3.32 0.98 0.05
C 0.46 -3.33 -0.20 -0.09
C 0.98 -2.37 -1.28 -0.13
C 1.93 -1.34 -0.75 -0.20
C 3.12 -1.56 -0.11 -0.02
N 3.71 -0.38 0.25 -0.11
C 4.96 -0.24 0.93 -0.03
C 2.90 0.64 -0.16 -0.18
C 3.06 2.02 -0.03 -0.02
C 2.08 2.83 -0.56 -0.09
C 0.97 2.29 -1.21 -0.10
C 0.80 0.93 -1.34 -0.02
C 1.77 0.08 -0.81 -0.14
H -4.91 0.59 -0.71 0.07
H -5.41 -0.56 -1.96 0.08
H -5.09 -1.12 -0.32 0.08
H -3.20 -1.71 -1.79 0.13
H -3.00 -0.01 -2.26 0.11
H -2.98 1.92 -1.31 0.11
H -2.26 3.98 -0.22 0.11
H -0.99 3.89 1.90 0.10
H -0.50 1.71 2.94 0.11
H -0.78 -0.61 3.06 0.12
H -2.10 -1.35 2.11 0.13
H 0.56 -1.07 0.92 0.12
H 0.00 -4.20 -0.68 0.12
H 1.29 -3.68 0.41 0.12
H 1.48 -2.96 -2.05 0.12
H 0.13 -1.87 -1.75 0.11
H 3.59 -2.50 0.11 0.13
H 4.82 0.29 1.88 0.10
H 5.67 0.32 0.32 0.10
H 5.37 -1.23 1.13 0.09
H 3.92 2.44 0.46 0.10
H 2.17 3.90 -0.47 0.10
H 0.22 2.96 -1.62 0.10
H -0.06 0.52 -1.85 0.11
```

Summary:
E_tot ... -1074.6463 Eh
Charge ... 0
SMILES string ... CCOc1ccccc1CNC(=O)CCc1cn(C)c2ccccc12

(8)
This record from the Open Molecules 2025 dataset describes a cluster of 3 separate species, C3H14N5 in total. The level of theory is ωB97M-V/def2-TZVPD.

```
22
Properties=species:S:1:pos:R:3:lowdin_spin:R:1
C -4.04 -0.37 0.27 0.09
C -2.66 -0.51 0.43 0.52
C 1.67 -0.17 0.93 0.00
N -1.80 0.05 -0.36 0.74
N -2.21 -1.36 1.37 0.49
N 0.66 0.28 0.28 0.00
N 2.90 0.05 0.54 0.00
N 4.18 1.29 -1.77 0.00
H -4.41 -0.28 -0.82 0.03
H -4.63 0.56 0.55 0.04
H -4.69 -1.12 0.63 0.00
H -0.69 0.04 -0.04 0.01
H -2.12 0.48 -1.24 0.03
H -2.94 -1.74 1.97 0.01
H 1.42 -0.78 1.81 0.00
H 0.85 0.97 -0.42 0.00
H -1.28 -1.41 1.53 0.02
H 3.64 -0.51 0.96 0.00
H 3.26 0.76 -0.15 0.00
H 3.69 1.92 -2.46 0.00
H 5.23 1.48 -2.01 0.00
H 3.97 0.38 -2.01 0.00
```

Summary:
E_tot ... -396.0670 Eh
⟨S²⟩ ... 2.008
Charge ... +1
Multiplicity ... 3

(9)
This record from the Open Molecules 2025 dataset describes a cluster of 3 separate species, C2H3F3NO in total. The level of theory is ωB97M-V/def2-TZVPD.

```
10
Properties=species:S:1:pos:R:3:lowdin_charge:R:1
C -0.28 -0.95 -0.65 -0.16
C -0.14 1.71 2.58 -0.45
N 0.46 -1.34 0.33 -0.25
O 0.62 -0.65 1.40 -0.25
F -0.11 3.07 2.15 -0.07
F -1.47 1.51 2.95 -0.05
F 0.57 1.74 3.71 0.03
H -0.52 0.15 -0.79 0.05
H -0.75 -1.63 -1.39 0.02
H 0.14 0.54 1.65 0.13
```

Summary:
E_tot ... -507.5331 Eh
Charge ... -1

(10)
This record from the Open Molecules 2025 dataset describes a structure of composition C26H35MnO2. The level of theory is ωB97M-V/def2-TZVPD.

```
64
Properties=species:S:1:pos:R:3:lowdin_spin:R:1
O 0.45 -0.04 -0.79 0.03
C -0.79 -0.82 -0.80 0.00
C -0.60 -1.23 -2.24 0.00
H -1.64 -0.16 -0.63 0.00
H -0.73 -1.63 -0.06 0.00
C 0.67 -0.34 -2.20 0.00
H -1.39 -0.89 -2.90 0.00
H -0.38 -2.30 -2.37 0.00
C 0.57 0.92 -3.01 0.00
H -0.31 1.51 -2.72 0.00
H 0.48 0.68 -4.08 0.00
H 1.47 1.53 -2.89 0.00
C 1.97 -1.06 -2.42 0.00
H 2.00 -2.02 -1.89 0.00
H 2.82 -0.45 -2.08 0.00
H 2.11 -1.26 -3.48 0.00
Mn 2.34 0.49 1.16 2.17
C 3.78 -0.68 2.17 -0.05
C 2.56 -0.77 2.95 -0.02
C 1.58 -1.45 2.16 0.01
H 2.48 -0.50 4.00 0.00
C 2.14 -1.68 0.86 0.01
C 3.51 -1.22 0.86 -0.04
H 4.24 -1.36 0.06 0.00
H 4.75 -0.38 2.54 0.00
H 0.59 -1.75 2.51 0.01
H 1.71 -2.34 0.11 0.00
C 3.24 2.29 1.77 -0.03
C 3.94 1.68 0.65 -0.05
C 3.05 1.68 -0.47 -0.02
H 5.01 1.45 0.62 0.00
C 1.84 2.36 -0.08 0.00
C 1.99 2.80 1.27 0.00
H 1.37 3.53 1.79 0.00
H 3.68 2.51 2.74 0.00
H 3.34 1.40 -1.49 0.00
H 1.04 2.66 -0.76 0.00
O -3.73 -1.15 -3.71 0.00
C -3.29 -1.59 -5.01 0.00
C -4.51 -1.91 -5.88 0.00
H -2.66 -2.50 -4.88 0.00
H -2.64 -0.81 -5.43 0.00
C -5.62 -2.14 -4.85 0.00
H -4.34 -2.75 -6.53 0.00
H -4.75 -1.04 -6.49 0.00
C -5.17 -1.28 -3.67 0.00
H -5.63 -3.19 -4.55 0.00
H -6.61 -1.88 -5.21 0.00
H -5.46 -1.68 -2.69 0.00
H -5.62 -0.27 -3.76 0.00
C -0.45 0.98 2.80 0.52
C -0.35 1.15 4.21 0.04
C -1.10 0.36 5.15 0.12
C -0.95 0.55 6.51 -0.01
C -0.15 1.59 7.02 0.14
C 0.49 2.44 6.12 -0.01
C 0.41 2.24 4.75 0.12
H -1.31 0.45 2.41 0.03
H 0.03 1.73 2.14 0.03
H -1.82 -0.37 4.77 0.00
H -1.48 -0.10 7.21 0.00
H -0.10 1.77 8.10 0.01
H 1.07 3.28 6.50 0.00
H 0.89 2.95 4.06 0.01
```

Summary:
E_tot ... -2312.7968 Eh
⟨S²⟩ ... 3.893
Charge ... +1
Multiplicity ... 4

(11)
This record from the Open Molecules 2025 dataset describes the molecule C4H8N2O2S. The level of theory is ωB97M-V/def2-TZVPD.

```
17
Properties=species:S:1:pos:R:3:lowdin_charge:R:1
C 0.06 -1.79 1.48 -0.44
S -0.54 -0.25 2.04 0.88
C -0.78 0.48 0.43 -0.52
C 0.40 1.22 -0.19 -0.18
N 1.72 1.21 0.46 -0.38
O 2.29 2.27 0.41 0.09
O 2.04 0.21 1.04 0.04
N -0.14 0.00 -0.73 -0.14
C -0.89 0.02 -1.93 -0.10
H 0.40 -2.49 2.34 0.08
H 1.00 -1.61 0.86 0.05
H -0.68 -2.36 1.04 0.00
H -1.78 1.08 0.28 0.15
H 0.28 2.11 -0.79 0.16
H -1.61 -0.93 -1.77 0.14
H -1.56 0.86 -2.13 0.07
H -0.20 -0.03 -2.85 0.11
```

Summary:
E_tot ... -815.2098 Eh
Charge ... 0
SMILES string ... CS[C@H]1[C@@H]([N+](=O)[O-])N1C

(12)
This record from the Open Molecules 2025 dataset describes a structure of composition C4H8O3. The level of theory is ωB97M-V/def2-TZVPD.

```
15
Properties=species:S:1:pos:R:3:lowdin_charge:R:1
C -2.24 0.55 -1.34 0.01
C -0.15 1.11 0.41 -0.31
O 0.65 1.06 1.34 -0.01
C -0.39 0.18 -0.66 -0.02
O 1.54 -1.76 0.31 0.03
C 2.46 -1.64 1.10 -0.39
O 2.66 -0.63 1.91 0.07
H -2.72 0.14 -0.48 0.05
H -2.53 0.02 -2.25 0.07
H -2.44 1.62 -1.48 0.07
H -0.78 2.01 0.31 0.11
H 1.91 0.01 1.75 0.06
H -0.85 0.62 -1.61 0.04
H -0.37 -0.90 -0.53 0.07
H 3.25 -2.39 1.22 0.13
```

Summary:
E_tot ... -382.8135 Eh
Charge ... 0

- Which of these has the highest charge?
  C4H16N2O2

Copy entry 1 word for word.
This record from the Open Molecules 2025 dataset describes the ion C5H10N5 with charge +1. The level of theory is ωB97M-V/def2-TZVPD.

```
20
Properties=species:S:1:pos:R:3:lowdin_charge:R:1
H 1.71 -2.56 1.37 0.09
N 1.47 -1.79 0.74 0.13
N 0.25 -1.61 0.73 0.01
C -0.49 -0.65 0.16 -0.29
C -1.73 -1.22 -0.48 0.00
C -0.32 0.70 0.37 -0.21
C -1.39 1.73 0.18 -0.01
N 0.88 1.22 0.92 0.14
C 2.03 0.93 0.45 -0.04
N 2.88 0.66 -0.34 0.08
N 3.83 -0.20 -0.56 0.11
H -2.24 -1.86 0.24 0.10
H -1.44 -1.84 -1.32 0.10
H -2.40 -0.45 -0.83 0.08
H -1.19 2.61 0.78 0.09
H -2.37 1.34 0.45 0.09
H -1.43 2.04 -0.87 0.10
H 0.81 1.90 1.67 0.18
H 3.68 -1.16 -0.26 0.11
H 4.37 -0.02 -1.40 0.13
```

Summary:
E_tot ... -469.9185 Eh
Charge ... +1
SMILES string ... [H]/N=N/C(C)=C(/C)NC#[N+]N

- Among the records above, which one has the highest E_tot?
  C4H8O3